No. 1
C31H45BClF2IrN6O2S2 | wB97M-V/def2-TZVPD

Atoms and positions in Å:
Ir: -0.61 -0.29 0.03
Cl: 5.15 0.96 3.92
S: -1.92 3.11 0.34
S: -1.75 -7.02 1.61
F: 1.31 -2.31 1.16
F: 1.64 -1.79 -0.94
O: 1.32 2.25 -0.63
O: 0.55 1.18 -2.46
N: -1.22 -2.66 0.34
N: -2.46 5.43 -0.90
N: -3.01 0.06 0.65
N: 1.69 -6.99 4.60
N: -0.36 5.17 -0.39
N: -0.90 -1.03 -2.33
C: 0.44 -6.82 5.01
C: -1.85 -0.31 -3.20
C: -1.57 4.61 -0.33
C: 2.40 1.35 -3.99
C: 0.80 0.49 2.74
C: 3.51 1.58 -1.35
C: 1.29 -1.26 0.30
C: -2.94 0.31 -2.36
C: -4.18 -0.15 -0.24
C: -0.61 0.40 2.45
C: 0.83 3.25 -3.61
C: 2.77 3.94 -1.58
C: -0.94 -5.00 -0.09
C: -1.87 6.72 -1.28
C: 3.49 0.76 3.45
C: -1.96 -4.28 1.94
C: -0.41 -7.03 2.80
C: -0.65 -6.83 4.14
C: -1.79 -2.98 1.50
C: 1.91 -7.20 3.30
C: -0.79 -3.66 -0.43
C: 1.45 -0.48 3.51
C: 2.89 1.72 2.65
C: -0.36 6.47 -1.05
C: 1.56 1.58 2.30
C: 0.89 -7.23 2.36
C: 2.32 2.49 -1.66
C: -1.54 -5.32 1.12
C: -3.73 -0.72 -1.57
C: 2.78 -0.35 3.87
C: 1.57 2.08 -2.96
B: 0.42 1.34 -1.11
H: 1.11 -7.40 1.31
H: 1.94 4.64 -1.70
H: 3.25 1.96 -4.30
H: 1.79 1.14 -4.87
H: -2.25 7.52 -0.65
H: 0.23 2.88 -4.44
H: 0.19 6.44 -1.99
H: -4.89 -0.82 0.24
H: -3.45 5.28 -0.82
H: 0.09 7.22 -0.41
H: -2.94 1.05 0.88
H: -4.68 0.81 -0.41
H: 0.16 3.72 -2.88
H: -2.44 1.00 -1.67
H: 2.77 0.40 -3.61
H: -2.28 -0.99 -3.95
H: 0.89 -1.35 3.84
H: 0.48 4.66 -0.14
H: 1.53 3.99 -4.00
H: 0.30 -6.67 6.07
H: 3.23 4.12 -0.61
H: -2.12 -2.16 2.12
H: -3.10 -1.59 -1.35
H: 4.31 1.73 -2.07
H: -0.59 -5.77 -0.75
H: -3.15 -0.43 1.52
H: -2.44 -4.48 2.89
H: -2.10 6.94 -2.32
H: 3.27 -1.09 4.49
H: -1.13 1.31 2.17
H: -1.31 0.47 -3.72
H: 2.94 -7.35 3.01
H: -4.60 -1.06 -2.13
H: -1.66 -6.69 4.51
H: 2.10 -0.58 0.58
H: -3.61 0.91 -2.99
H: 3.46 2.57 2.31
H: 0.05 -0.91 -2.68
H: 3.51 4.15 -2.35
H: 3.88 1.82 -0.35
H: -1.18 -0.37 2.96
H: 3.19 0.54 -1.36
H: -0.28 -3.40 -1.35
H: 1.09 2.32 1.66
H: -1.12 -2.02 -2.30

Values from the calculation:
Total charge: +1
E_tot (eV): -89052.5248
Multiplicity: 2
Relative energy (zero: lowest compared OMol25 entry of this formula, charge and spin) (kcal/mol): 0.9
Orbital gap (alpha / beta) (eV): 7.452 / 5.673
HOMO (alpha / beta) (eV): -10.04 / -10.00

No. 2
C5H10O2 | wB97M-V/def2-TZVPD

Atoms and positions in Å:
O: -1.74 0.57 -1.75
O: 1.17 -0.02 -0.63
C: 0.42 -1.01 0.02
C: -1.55 0.58 -0.35
C: 1.98 0.82 0.16
C: -0.20 -0.82 1.37
C: -1.05 -0.75 0.14
H: -0.86 1.38 -0.05
H: -0.91 0.25 -2.13
H: 0.75 -2.01 -0.25
H: 2.74 0.26 0.72
H: -0.01 0.10 1.92
H: 2.47 1.51 -0.53
H: -1.73 -1.58 -0.06
H: -0.28 -1.70 2.00
H: -2.52 0.80 0.10
H: 1.38 1.42 0.87

Values from the calculation:
Total charge: 0
E_tot (eV): -9440.4208
Relative energy (zero: lowest compared OMol25 entry of this formula, charge and spin) (kcal/mol): 60.5
Orbital gap (eV): 10.699
HOMO (eV): -9.71
Structure (SMILES): CO[C@H]1C[C@H]1CO

Which formula does entry 2 have?
C5H10O2

Copy entry 2 word for word.
C5H10O2 | wB97M-V/def2-TZVPD

Atoms and positions in Å:
O: -1.74 0.57 -1.75
O: 1.17 -0.02 -0.63
C: 0.42 -1.01 0.02
C: -1.55 0.58 -0.35
C: 1.98 0.82 0.16
C: -0.20 -0.82 1.37
C: -1.05 -0.75 0.14
H: -0.86 1.38 -0.05
H: -0.91 0.25 -2.13
H: 0.75 -2.01 -0.25
H: 2.74 0.26 0.72
H: -0.01 0.10 1.92
H: 2.47 1.51 -0.53
H: -1.73 -1.58 -0.06
H: -0.28 -1.70 2.00
H: -2.52 0.80 0.10
H: 1.38 1.42 0.87

Values from the calculation:
Total charge: 0
E_tot (eV): -9440.4208
Relative energy (zero: lowest compared OMol25 entry of this formula, charge and spin) (kcal/mol): 60.5
Orbital gap (eV): 10.699
HOMO (eV): -9.71
Structure (SMILES): CO[C@H]1C[C@H]1CO

Which formula does entry 1 have?
C31H45BClF2IrN6O2S2